Formula: C4H7N2
Source: the OMol25 dataset
Level of theory: ωB97M-V with the def2-TZVPD basis set

Values from the calculation:
lowest unoccupied orbital energy: -5.074 eV
molar mass: 83.114 g/mol
charge: +1
HOMO level: -15.5 eV
multiplicity: 1
ΔE to the lowest compared entry with this formula, charge and spin: 340.8 kJ/mol

The geometry in XYZ format:
```
13
Properties=species:S:1:pos:R:3:forces:R:3
C 1.776119 0.592820 0.076527 -1.3 -2.5 0.2
C -1.670958 -0.099962 0.015342 -2.2 0.3 -2.1
C -0.377674 -0.969717 -0.008563 0.8 -0.8 1.6
C -0.673388 1.038088 -0.071910 -1.3 2.1 0.6
N 2.502505 -0.381002 -0.105219 1.6 -1.2 -0.1
N 0.340699 0.296481 0.050237 1.8 0.1 -1.5
H 1.889693 1.526285 0.460701 1.0 3.0 0.7
H -2.314047 -0.362900 -0.973637 1.4 1.1 2.3
H -2.397832 0.115318 0.873232 1.2 -1.1 -0.9
H 0.016326 -1.513068 0.868694 -1.0 -0.4 -0.4
H -0.181528 -1.501539 -0.938302 -0.1 0.0 0.1
H -0.627828 2.163010 -0.017329 -0.4 -1.2 -0.3
H 3.545915 -0.373881 0.032277 -1.5 0.7 -0.3
```
Forces are in eV/Å.

Atomic partial charges in e from the natural (NBO) method, atoms 1 to 8:
1. C 0.262
2. C -0.481
3. C -0.207
4. C 0.280
5. N -0.537
6. N -0.267
7. H 0.188
8. H 0.290